No. 1
A molecular structure, C30H26F12N3O3Pt. Source: the OMol25 dataset; level of theory: ωB97M-V/def2-TZVPD.

Positions of all 75 atoms, in Å:
Pt (-0.9043, -1.4358, 0.3099)
C (1.7197, -3.0859, -6.0055)
C (1.4455, -2.4969, -4.6481)
C (1.3647, -1.1310, -4.4445)
C (1.0374, -0.6300, -3.2027)
C (0.7959, -1.4416, -2.0789)
N (0.5082, -0.7571, -0.8636)
C (0.1741, 0.6239, -1.0095)
C (1.1991, 1.5352, -0.7729)
C (1.0122, 2.8999, -0.9270)
C (-0.2203, 3.3947, -1.3251)
C (-0.4637, 4.8732, -1.4763)
C (-1.2534, 2.4861, -1.5391)
C (-1.0974, 1.1130, -1.3797)
C (-2.3165, 0.1710, -1.5548)
O (-2.1209, -1.1439, -1.2389)
C (-2.7601, 0.1660, -3.0469)
F (-3.8751, -0.5555, -3.2219)
F (-1.8098, -0.3620, -3.8139)
F (-3.0204, 1.3976, -3.5422)
C (-3.5097, 0.6982, -0.6823)
F (-3.1068, 0.9835, 0.5705)
F (-4.0997, 1.8226, -1.1508)
F (-4.4763, -0.2157, -0.5771)
C (0.9514, -2.8411, -2.2551)
C (1.2405, -3.3032, -3.5415)
C (0.8754, -3.9281, -1.1335)
O (0.5580, -3.5233, 0.0850)
C (-0.1626, -5.0367, -1.5544)
F (0.2294, -5.8800, -2.5515)
F (-0.4683, -5.8336, -0.5225)
F (-1.3083, -4.4707, -1.9644)
C (2.2996, -4.5923, -1.0170)
F (3.1777, -3.6661, -0.5688)
F (2.2975, -5.5895, -0.1153)
F (2.8579, -5.1133, -2.1342)
H (2.3818, -2.4436, -6.5893)
H (0.7959, -3.2106, -6.5771)
H (2.1877, -4.0676, -5.9211)
H (1.5314, -0.4402, -5.2650)
H (0.9492, 0.4418, -3.1083)
H (2.1627, 1.1303, -0.4884)
H (1.8364, 3.5815, -0.7437)
H (0.4711, 5.4104, -1.6405)
H (-0.9335, 5.2926, -0.5821)
H (-1.1262, 5.0792, -2.3179)
H (-2.2165, 2.8774, -1.8357)
H (1.3268, -4.3678, -3.6898)
C (-1.2248, 2.9580, 2.4407)
C (0.1493, 2.7093, 3.0400)
N (0.0999, 2.2403, 4.4233)
C (-0.3289, 3.2038, 5.4336)
C (-1.6951, 2.8690, 6.0140)
C (0.6068, 1.0629, 4.8792)
O (0.7633, 0.8452, 6.0737)
C (0.9607, 0.0135, 3.8705)
C (2.1898, -0.6322, 3.9419)
C (2.4947, -1.5837, 2.9899)
C (1.5731, -1.8836, 1.9952)
N (0.3705, -1.2980, 1.9601)
C (0.0771, -0.3697, 2.8798)
H (-1.1293, 3.1985, 1.3818)
H (-1.7339, 3.7865, 2.9386)
H (-1.8577, 2.0745, 2.5187)
H (0.7316, 3.6375, 3.0266)
H (0.6993, 1.9926, 2.4369)
H (-0.3449, 4.1853, 4.9571)
H (0.4162, 3.2255, 6.2299)
H (-2.4559, 2.8457, 5.2327)
H (-1.9859, 3.6144, 6.7567)
H (-1.6646, 1.8952, 6.5011)
H (2.8813, -0.3745, 4.7342)
H (3.4446, -2.0998, 2.9938)
H (1.7267, -2.6168, 1.2086)
H (-0.9012, 0.0859, 2.7949)

Kohn-Sham gap (alpha / beta), eV: 6.5 / 6.5
Multiplicity: 1
Net charge: -1
E_HOMO (alpha / beta), eV: -4.3 / -4.3

The net atomic charges from Mulliken, expressed in e, are: Pt 2.077; C -1.662; C 0.100; C -1.165; C -0.841; C 0.634; N -0.036; C -0.082; C -0.377; C -0.984; C 0.210; C -1.533; C -0.325; C -0.423; C 1.748; O -1.104; C 0.277; F -0.275; F -0.155; F -0.286; C 0.340; F -0.118; F -0.286; F -0.279; C -0.431; C -0.303; C 1.224; O -1.048; C 0.665; F -0.307; F -0.267; F -0.207; C 0.515; F -0.268; F -0.293; F -0.292; H 0.377; H 0.307; H 0.382; H 0.365; H 0.388; H 0.542; H 0.366; H 0.392; H 0.253; H 0.380; H 0.506; H 0.475; C -0.464; C -0.987; N 0.332; C -0.845; C -1.115; C 0.382; O -0.670; C 0.514; C -0.622; C -0.813; C -0.174; N -0.565; C -0.152; H -0.106; H 0.485; H 0.162; H 0.320; H 0.486; H 0.417; H 0.445; H 0.266; H 0.381; H 0.312; H 0.483; H 0.524; H 0.363; H 0.467

---

No. 2
2 unconnected molecules or ions with the total composition C30H26F3N3O2S in a non-equilibrium geometry. Source: the OMol25 dataset; level of theory: ωB97M-V/def2-TZVPD.

Positions of all 65 atoms, in Å:
F (3.5262, 0.3637, 3.6958)
C (2.2758, -0.1190, 3.6213)
F (2.3134, -1.2474, 2.8510)
F (1.8677, -0.4808, 4.8510)
S (1.1272, 1.1645, 2.8599)
C (-0.0700, 0.2435, 2.0092)
C (-1.4119, 0.1881, 2.5278)
C (-2.0898, -1.0554, 2.5769)
C (-3.3949, -1.1357, 3.0335)
C (-4.0926, 0.0333, 3.3669)
C (-5.4403, -0.0175, 3.8612)
N (-6.5299, -0.0358, 4.2913)
C (-3.4422, 1.2797, 3.3119)
C (-2.1125, 1.3579, 2.9328)
O (0.5538, 1.8808, 3.9704)
O (1.9983, 1.8461, 1.9271)
H (0.3696, -0.6993, 1.6744)
H (-1.5376, -1.9530, 2.2862)
H (-3.8824, -2.1080, 3.1441)
H (-3.9941, 2.1878, 3.5784)
H (-1.5940, 2.3223, 2.9167)
C (-3.1171, 1.1985, -0.1287)
C (-2.2915, 0.2278, -0.8549)
N (-2.8564, -0.8226, -1.4916)
C (-4.2858, -1.0636, -1.5358)
C (-1.8867, -1.5552, -2.1763)
C (-0.6432, -0.8997, -2.0009)
C (0.4401, -1.3245, -2.7584)
C (0.3021, -2.4684, -3.5569)
C (-0.9294, -3.1393, -3.6690)
C (-2.0663, -2.6566, -2.9982)
C (-0.8826, 0.1805, -1.0450)
C (0.0634, 0.9687, -0.3876)
C (1.4430, 0.9362, -0.7260)
C (2.1771, 1.9766, -1.3433)
C (1.6957, 3.2687, -1.8614)
N (3.4827, 1.6029, -1.4320)
C (4.5164, 2.3678, -2.1051)
C (3.6635, 0.3317, -0.8926)
C (2.3879, -0.1455, -0.4880)
C (2.2648, -1.4704, -0.0954)
C (3.4219, -2.2585, -0.0214)
C (4.6729, -1.7661, -0.4267)
C (4.8091, -0.4493, -0.8887)
H (-2.4887, 2.0103, 0.2504)
H (-3.9084, 1.6242, -0.7649)
H (-3.6057, 0.7126, 0.7305)
H (-4.4539, -2.0296, -2.0141)
H (-4.6920, -1.0839, -0.5169)
H (-4.8003, -0.2751, -2.1058)
H (1.3694, -0.7596, -2.7300)
H (1.1689, -2.8347, -4.1155)
H (-1.0078, -4.0261, -4.3014)
H (-3.0533, -3.0996, -3.0999)
H (-0.3024, 1.8196, 0.1949)
H (0.6282, 3.3559, -1.6347)
H (2.2368, 4.1015, -1.3851)
H (1.8277, 3.3517, -2.9531)
H (5.4665, 1.8487, -1.9649)
H (4.3055, 2.4662, -3.1796)
H (4.5762, 3.3721, -1.6729)
H (1.2731, -1.8729, 0.1157)
H (3.3394, -3.2820, 0.3534)
H (5.5419, -2.4217, -0.3972)
H (5.7573, -0.0330, -1.2127)

Kohn-Sham gap, eV: 6.1
Multiplicity: 1
E_HOMO, eV: -7.3

The net atomic charges from Mulliken, expressed in e, are: F -0.236; C 0.630; F -0.206; F -0.245; S 1.130; C -0.894; C 0.818; C -0.191; C -0.879; C 0.629; C -0.080; N -0.578; C -0.845; C -0.577; O -0.675; O -0.637; H 0.315; H 0.461; H 0.450; H 0.402; H 0.485; C -1.679; C 0.105; N 0.311; C -0.935; C -0.185; C 1.087; C 0.117; C -0.919; C -0.722; C -1.198; C 1.487; C -1.190; C 0.092; C 0.660; C -1.929; N 0.186; C -1.032; C -0.310; C 1.355; C 0.603; C -1.277; C -0.831; C -1.081; H 0.243; H 0.610; H 0.114; H 0.339; H 0.298; H 0.309; H 0.492; H 0.410; H 0.384; H 0.275; H 0.741; H 0.428; H 0.393; H 0.347; H 0.375; H 0.317; H 0.303; H 0.472; H 0.441; H 0.417; H 0.299

---

No. 3
A molecular structure, C30H26N3O5PPt in a non-equilibrium geometry. Source: the OMol25 dataset; level of theory: ωB97M-V/def2-TZVPD.

Positions of all 66 atoms, in Å:
Pt (-0.0088, -0.0851, -1.9838)
O (3.2538, 2.0243, 3.5861)
C (3.3855, 0.6607, 3.2581)
C (2.7631, 0.3975, 1.9144)
C (2.7525, -0.8755, 1.3330)
C (2.2038, -1.0344, 0.0789)
N (1.7095, -0.0208, -0.6422)
C (1.7874, 1.2278, -0.1197)
C (2.2655, 1.4470, 1.1686)
C (1.5355, 2.3256, -1.0452)
C (1.9689, 3.6291, -0.8011)
C (1.9049, 4.5757, -1.8105)
C (2.4590, 5.9586, -1.5586)
O (2.2578, 6.4132, -0.2420)
C (1.3836, 4.1879, -3.0441)
C (0.9466, 2.8807, -3.1974)
N (1.0147, 1.9807, -2.2322)
H (3.7157, 2.2034, 4.4114)
H (2.9170, 0.0243, 4.0249)
H (4.4500, 0.3806, 3.2037)
H (3.1671, -1.7263, 1.8505)
H (2.1931, -2.0087, -0.3933)
H (2.2743, 2.4336, 1.5975)
H (2.3876, 3.9047, 0.1541)
H (2.0621, 6.6766, -2.2889)
H (3.5477, 5.9210, -1.6860)
H (1.3155, 6.5612, -0.1035)
H (1.3187, 4.8822, -3.8680)
H (0.5317, 2.5444, -4.1382)
C (-1.2729, -6.1531, 1.7083)
C (-1.8182, -5.0722, 2.3813)
C (-1.6366, -3.7858, 1.9025)
C (-0.8653, -3.5751, 0.7655)
C (-0.3114, -4.6635, 0.0992)
C (-0.5254, -5.9497, 0.5593)
P (-0.6227, -1.9358, -0.0307)
C (-0.9312, -0.7186, 1.2825)
C (-1.4902, 0.5061, 0.9272)
C (-1.5132, 1.5445, 1.8393)
C (-0.9837, 1.3734, 3.1077)
C (-0.4456, 0.1492, 3.4693)
C (-0.3946, -0.8871, 2.5577)
C (-2.0351, -1.9699, -1.1707)
C (-3.2473, -2.6391, -1.0750)
C (-4.0730, -2.6694, -2.1841)
C (-3.6539, -2.1006, -3.3766)
C (-2.4331, -1.4442, -3.4721)
C (-1.6227, -1.3346, -2.3499)
H (-1.4347, -7.1565, 2.0732)
H (-2.4006, -5.2366, 3.2771)
H (-2.1024, -2.9506, 2.4057)
H (0.2763, -4.4879, -0.7932)
H (-0.1155, -6.7915, 0.0200)
H (-1.9005, 0.6457, -0.0636)
H (-1.9287, 2.4989, 1.5542)
H (-0.9731, 2.1909, 3.8144)
H (-0.0564, 0.0093, 4.4670)
H (0.0572, -1.8315, 2.8304)
H (-3.5301, -3.1313, -0.1556)
H (-5.0398, -3.1492, -2.1240)
H (-4.2901, -2.1537, -4.2491)
H (-2.1355, -1.0207, -4.4214)
O (-2.9359, 2.1011, -3.8661)
N (-2.0232, 1.6062, -3.2499)
O (-1.9432, 1.6860, -2.0190)
O (-1.1115, 1.0067, -3.8674)

Kohn-Sham gap (alpha / beta), eV: 6.3 / 6.3
Multiplicity: 1
E_HOMO (alpha / beta), eV: -7.2 / -7.2

The net atomic charges from Mulliken, expressed in e, are: Pt 0.970; O -0.499; C -0.788; C 0.592; C -0.462; C -0.607; N -0.452; C 0.265; C -0.370; C 0.548; C -0.550; C 0.839; C -0.811; O -0.510; C -0.958; C -0.582; N -0.436; H 0.319; H 0.296; H 0.369; H 0.495; H 0.460; H 0.510; H 0.439; H 0.383; H 0.255; H 0.320; H 0.435; H 0.557; C -0.479; C -0.834; C 0.079; C 0.308; C -0.395; C -0.710; P 0.267; C 0.987; C -0.895; C -0.822; C -0.505; C -0.894; C -0.454; C 0.316; C -0.320; C -0.687; C -0.592; C -0.449; C -0.299; H 0.392; H 0.397; H 0.481; H 0.333; H 0.400; H 0.570; H 0.492; H 0.408; H 0.465; H 0.507; H 0.459; H 0.392; H 0.381; H 0.465; O -0.770; N 1.168; O -0.521; O -0.666